Record 1
C2H6BNO2 | the ωB97M-V functional and the def2-TZVPD basis

```
12
Properties=species:S:1:pos:R:3:forces:R:3
B -0.65705 0.15514 -0.04937 5.69 -0.49 -2.35
C 1.92022 -1.09078 -0.03590 0.80 1.25 -1.79
C 1.26459 -0.06052 -0.55241 -4.98 -1.46 3.05
N -2.76606 0.35081 -1.22794 1.57 0.33 1.33
O -1.08478 0.78936 1.01054 -0.99 0.62 1.90
O -1.32729 -0.14161 -1.12809 -3.27 -0.38 -2.19
H 2.93563 -1.33665 -0.25109 0.89 0.23 -0.37
H 1.43970 -1.90939 0.36872 -1.25 -1.17 1.63
H 1.48646 0.65038 -1.27127 1.25 1.34 -0.95
H -2.98105 0.51279 -0.22312 -0.39 -0.32 -1.02
H -3.31772 -0.41770 -1.60877 0.50 -0.20 0.41
H -0.40568 0.81826 1.68172 0.17 0.25 0.35
```
Positions in Å, forces in eV/Å.

Computed properties:
* structure (SMILES): C=CB(O)ON
* total charge: 0
* E_HOMO: -9.1996 eV
* E_LUMO: 0.5 eV
* HOMO-LUMO gap: 9.68 eV
* ΔE to the lowest compared entry with this formula, charge and spin: 76.0 kcal per mole
* DFT total energy: -309.83818 a.u.

Record 2
C74H162B2F11N10O12 | the ωB97M-V functional and the def2-TZVPD basis

```
271
Properties=species:S:1:pos:R:3:forces:R:3
C 22.80052 13.47472 12.74476 0.90 1.38 -0.34
C 21.36583 13.08876 12.33330 1.77 -1.39 1.76
C 21.00935 11.95284 13.34998 -0.90 0.81 0.03
C 19.52864 11.62006 13.40180 -0.18 0.19 -0.27
C 18.70032 12.82914 13.81796 1.02 0.20 -0.10
C 18.96264 14.02182 12.82960 -2.01 -0.01 2.02
N 20.41073 14.23390 12.54056 1.05 5.22 -8.10
O 20.69354 15.37442 11.67430 -1.78 -6.92 6.24
C 18.36912 15.31256 13.48594 0.66 0.07 -0.28
C 18.16739 13.70132 11.51140 0.69 1.33 -0.58
C 21.33575 12.49956 10.91222 -1.21 -0.17 -0.92
H 22.77910 13.90984 13.74392 0.23 -0.36 0.09
H 23.38607 14.16510 12.13762 -1.03 0.85 -0.52
H 23.56022 12.70330 12.61878 -0.84 -1.03 0.67
H 21.23570 12.29138 14.36106 0.64 -0.05 -0.03
H 21.60291 11.08380 13.06616 0.05 0.13 0.17
H 19.39408 10.81648 14.12586 -0.21 -0.24 -0.35
H 19.18400 11.35842 12.40138 -0.09 -0.71 0.18
H 18.89790 13.11444 14.85124 0.38 0.25 -0.18
H 17.63801 12.58510 13.81092 -0.09 0.15 -0.45
H 17.34892 15.18324 13.84728 -0.21 -0.49 -0.53
H 18.41623 16.14568 12.78464 -0.03 0.10 0.09
H 18.89894 15.57104 14.40276 0.50 -0.01 -0.20
H 17.09329 13.68152 11.69580 0.15 -0.36 0.56
H 18.47495 12.82708 10.93762 0.05 0.06 0.35
H 18.29006 14.58942 10.89144 0.23 -0.08 -0.35
H 21.38870 13.24392 10.11772 0.20 0.01 0.16
H 20.45738 11.87628 10.74466 -0.61 0.51 0.09
H 22.04870 11.69352 10.73876 0.91 0.62 0.57
C 18.14986 12.21152 17.41248 0.91 -0.66 -0.41
C 18.23489 12.84184 18.79750 -1.53 2.17 2.48
C 16.95070 12.54024 19.64056 0.96 -2.20 1.20
C 16.93588 11.06180 20.25724 0.30 1.45 -0.37
C 18.23431 10.74186 21.08206 -1.18 0.91 -1.75
C 19.52622 10.91192 20.23606 0.33 0.28 2.25
N 19.49760 12.34924 19.56670 6.74 0.01 -5.69
O 20.77307 12.78908 19.01074 -8.66 -2.44 4.10
C 19.65493 9.84026 19.09194 0.66 0.96 0.30
C 20.67485 10.97836 21.30280 0.11 -0.18 -0.45
C 18.32310 14.41302 18.81076 1.24 -0.79 -1.67
H 17.30681 12.56684 16.81993 -0.05 0.56 0.41
H 18.01002 11.13068 17.43052 0.02 0.03 0.35
H 19.06448 12.38692 16.84608 0.02 0.22 0.06
H 16.05880 12.75186 19.05079 0.19 -0.29 -0.39
H 16.84459 13.20800 20.49551 0.53 0.32 -0.05
H 16.77441 10.35910 19.43980 0.03 -0.20 0.20
H 16.06580 11.03522 20.91326 0.02 -0.35 0.00
H 18.14968 9.71700 21.44350 0.37 0.03 0.01
H 18.30759 11.42340 21.92954 -0.15 -0.13 0.13
H 18.69064 9.52301 18.69496 0.17 0.22 -0.01
H 20.17061 8.96475 19.48647 -0.09 0.08 0.37
H 20.32641 10.26070 18.34332 -0.23 -0.25 -0.30
H 20.78978 10.06476 21.88606 -0.27 -0.48 -0.58
H 20.39706 11.66812 22.09978 0.09 0.50 -0.34
H 21.65813 11.20988 20.89334 -0.16 0.09 -0.06
H 18.67182 14.90250 19.72010 -0.05 -0.54 0.22
H 17.39994 14.90446 18.50355 -0.12 -0.43 -0.04
H 19.06887 14.56758 18.03100 0.10 0.90 -0.01
C 21.35490 18.65513 21.45914 -0.43 -0.24 0.13
C 22.09097 17.63018 20.59243 0.22 1.43 0.46
C 22.87584 18.34536 19.52298 2.19 0.59 0.19
C 23.96898 17.54330 18.82504 -1.29 -0.86 -0.09
C 24.96531 16.97424 19.81834 -0.91 2.25 -0.36
C 24.31831 16.15758 20.95370 1.73 0.16 -0.04
N 23.02346 16.85090 21.52282 -3.04 -3.90 5.36
O 22.54050 16.47322 22.78614 3.59 2.76 -8.65
C 25.35818 16.19264 22.07532 -0.03 -0.96 1.09
C 24.02718 14.75584 20.34748 -1.60 -0.35 -0.33
C 21.09017 16.67763 19.95836 -0.66 -0.57 0.94
H 21.98151 19.38734 21.96836 0.34 -0.28 -0.03
H 20.77217 18.10484 22.19784 -0.10 0.32 0.10
H 20.68265 19.22111 20.81426 -0.03 -0.18 -0.08
H 23.46678 19.12006 20.01158 -0.20 0.50 0.27
H 22.24442 18.86169 18.79993 -0.51 -0.34 0.19
H 24.41754 18.22986 18.10702 0.31 -0.43 -0.12
H 23.49845 16.68964 18.33722 0.03 0.13 -0.73
H 25.42476 17.85468 20.26760 0.46 -0.11 0.19
H 25.72863 16.45175 19.24175 -0.02 -0.50 0.64
H 26.35812 16.01503 21.67950 -0.18 -0.19 -0.29
H 25.17142 15.43282 22.83422 -0.02 -0.09 -0.05
H 25.45017 17.13096 22.62232 -0.40 0.27 -0.33
H 23.52377 14.78372 19.38111 -0.53 0.83 -0.07
H 23.36647 14.12814 20.94544 0.44 -0.07 0.44
H 24.87808 14.19584 19.95958 0.78 0.32 1.15
H 20.37221 16.57672 20.77226 -0.26 -0.97 -0.11
H 21.52201 15.74342 19.59939 -0.17 0.06 0.14
H 20.53093 17.13172 19.14034 0.54 0.34 -0.09
C 14.45618 16.97374 11.83748 0.33 -0.27 -0.49
C 14.52874 17.81361 10.47246 0.78 -1.19 -1.55
C 13.44784 17.46118 9.39727 -1.61 0.58 2.20
C 12.06121 17.78504 9.99241 -0.17 0.57 -0.54
C 11.91723 19.28980 10.11144 -0.11 0.15 -0.15
C 12.91587 19.93210 11.10140 -1.05 0.71 -0.79
N 14.33133 19.24294 10.85230 5.31 3.74 6.63
O 15.38543 19.85810 11.56880 -6.80 -3.87 -5.15
C 12.48233 19.65371 12.61126 0.62 -0.40 -0.04
C 12.99537 21.45002 10.75950 1.04 0.16 0.51
C 15.93015 17.62564 9.79908 1.03 0.51 0.99
H 13.57539 17.01669 12.47816 -0.31 0.60 -0.56
H 15.31065 17.13358 12.49506 0.24 0.47 -0.38
H 14.52097 15.92462 11.54896 0.01 0.00 -0.42
H 13.34068 16.39674 9.18854 1.17 0.09 -0.42
H 13.57170 18.13736 8.55135 0.34 -0.64 -0.34
H 11.90754 17.30390 10.95832 -0.02 -0.17 0.04
H 11.28636 17.42496 9.31561 0.00 -0.09 0.07
H 10.89632 19.60476 10.32738 -0.01 -0.10 0.85
H 11.98622 19.75586 9.12852 0.69 -0.10 -0.20
H 11.68073 18.93906 12.79784 0.17 -0.59 -1.07
H 12.02657 20.47662 13.16190 0.68 0.84 -0.57
H 13.34991 19.28888 13.16106 0.02 0.29 0.20
H 12.05093 21.94118 10.99382 -0.16 -0.37 -0.15
H 13.28111 21.68494 9.73418 -0.42 -0.56 -0.25
H 13.75486 22.01114 11.30396 0.07 -0.36 0.57
H 16.71098 18.02658 10.44534 -0.01 0.22 0.08
H 16.08997 18.08857 8.82528 -0.73 0.34 0.04
H 16.28622 16.60847 9.63573 -0.93 -0.40 0.26
C 20.69209 24.53312 17.60653 0.04 -1.20 -0.22
C 20.40787 24.90616 19.06530 -0.76 1.15 1.07
C 19.05490 24.27206 19.50289 0.24 -2.19 -0.52
C 19.10643 22.65240 19.70398 0.89 1.78 1.01
C 20.19802 22.52762 20.74778 -0.54 0.75 0.51
C 21.59621 23.00966 20.36490 1.18 0.02 3.44
N 21.55215 24.47986 19.94776 7.82 0.44 -4.96
O 22.84620 25.08606 19.63358 -8.63 -3.63 2.73
C 22.30612 22.13968 19.32161 -0.26 0.00 -0.81
C 22.47412 22.99862 21.72936 1.02 0.78 -1.34
C 20.32227 26.40384 19.24920 -0.15 0.93 -1.53
H 19.92137 24.96754 16.96984 0.18 0.67 0.21
H 20.48168 23.46936 17.49602 0.36 -0.23 -0.01
H 21.69880 24.73346 17.23978 -0.15 0.30 0.18
H 18.30040 24.47652 18.74328 0.29 0.42 -0.19
H 18.72812 24.80158 20.39784 -0.09 -0.46 0.24
H 19.34206 21.97030 18.88708 -0.45 0.46 -0.65
H 18.22674 22.31826 20.25406 -0.39 0.09 -0.56
H 20.22765 21.55206 21.23302 0.46 -0.13 -0.31
H 19.81064 23.19092 21.52114 0.50 -0.02 0.56
H 23.27171 22.55290 19.03011 -0.01 -0.13 0.19
H 21.71617 21.93140 18.42904 -0.21 0.55 -0.17
H 22.39198 21.12218 19.70297 0.33 0.25 0.66
H 23.51310 23.20796 21.47480 0.14 -0.14 -0.49
H 22.54605 22.04786 22.25756 -0.79 0.03 -0.14
H 22.30686 23.85282 22.38546 -0.88 -0.31 0.18
H 21.07091 26.89424 18.62700 0.54 0.03 0.57
H 20.32693 26.76742 20.27676 -0.07 -0.12 -0.16
H 19.43767 26.71410 18.69306 -0.47 0.08 0.54
C 14.31607 15.57476 20.67302 -0.17 1.51 -0.14
C 14.48986 16.53644 21.88458 1.55 2.21 -0.02
C 13.18752 16.77474 22.72928 -0.87 -1.44 0.00
C 12.76692 15.49256 23.43428 0.76 -0.59 0.08
C 13.86326 15.09658 24.41206 -0.44 1.74 -0.04
C 15.27842 14.76322 23.73260 -1.21 -0.96 -0.09
N 15.59941 15.94266 22.82100 3.14 6.13 4.03
O 16.55932 16.84992 23.22358 -5.62 -6.24 -2.67
C 15.03823 13.48002 22.89634 0.08 -0.93 1.26
C 16.27317 14.59258 24.87350 0.15 0.42 -0.83
C 14.99475 18.08528 21.48924 -0.72 -2.35 0.08
H 13.54001 16.10640 20.12242 -0.32 -0.33 -0.20
H 14.02575 14.53606 20.83078 0.00 0.41 0.34
H 15.17922 15.62090 20.00898 0.31 -0.09 0.24
H 12.36169 17.06028 22.07768 0.34 -0.03 -0.75
H 13.16090 17.59706 23.44424 1.01 0.02 0.08
H 12.66340 14.63948 22.76372 -0.40 0.28 -0.42
H 11.80370 15.58168 23.93664 0.10 0.20 0.16
H 13.49116 14.33410 25.09636 0.74 -0.59 -0.28
H 14.03570 15.96878 25.04266 0.22 0.05 0.24
H 14.05183 13.31094 22.46446 0.33 0.74 -0.64
H 14.92506 12.72394 23.67330 0.50 -0.15 0.34
H 15.88003 13.13124 22.29816 -0.18 0.33 -0.18
H 16.36229 15.56758 25.35260 0.63 -0.13 0.01
H 17.18985 14.18424 24.44798 0.38 0.39 0.36
H 15.94983 13.90392 25.65406 -0.44 -0.13 -0.38
H 15.92295 18.08259 20.91781 -0.17 -0.06 0.15
H 15.08280 18.70660 22.38050 0.11 -0.35 0.03
H 14.18239 18.51272 20.90147 0.02 -0.15 -0.20
C 17.25302 22.78838 16.38056 0.39 -0.91 -0.97
C 17.35769 22.21576 14.92460 -1.06 2.18 0.45
C 17.31877 23.32400 13.84496 0.42 -1.86 -1.80
O 17.19179 22.53596 12.60498 0.58 0.49 1.29
C 17.87448 23.01188 11.45740 -0.19 -0.05 -1.29
N 18.45933 21.25080 14.72152 -0.93 0.63 0.31
H 19.42973 21.50378 14.84162 0.59 0.51 -0.15
H 18.25790 20.56201 15.43222 0.39 -1.18 0.53
H 18.28764 20.82830 13.82036 0.59 -0.32 -0.78
H 16.40306 23.46760 16.44644 0.05 0.00 -0.05
H 18.16147 23.31310 16.67636 -0.01 0.11 -0.16
H 17.13274 21.96246 17.08162 -0.05 -0.01 0.08
H 16.48949 21.60186 14.68488 -0.24 0.03 0.36
H 18.24522 23.89826 13.84504 0.06 0.17 -0.08
H 16.45177 23.98404 13.81702 0.05 0.06 0.87
H 18.91573 23.31154 11.57612 0.03 -0.12 0.57
H 17.35555 23.81830 10.93920 -0.21 0.36 0.41
H 17.86060 22.20230 10.72768 0.16 -0.21 0.23
C 13.37902 16.28602 16.85918 -0.78 0.06 -0.37
C 11.98501 16.31584 16.14124 0.32 0.56 1.16
C 11.95291 17.44004 15.12116 -0.21 0.07 -1.13
O 10.74080 17.68114 14.44924 -0.10 -0.52 0.39
C 9.59421 17.92348 15.27744 -0.24 -0.85 -0.84
N 11.58995 14.98788 15.46580 1.32 1.37 1.06
H 10.64372 14.98882 15.11258 -0.46 0.05 -0.41
H 12.27971 14.83884 14.74322 -0.08 -0.49 -0.67
H 11.69646 14.27434 16.17262 -0.17 -0.65 0.09
H 13.36350 17.06396 17.62250 -0.19 0.12 -0.04
H 14.21069 16.55425 16.20766 -0.03 -0.40 -0.18
H 13.56468 15.36810 17.41690 0.04 -0.18 -0.27
H 11.26146 16.44687 16.94584 -0.29 -0.01 -0.26
H 12.64384 17.15782 14.32676 0.16 -0.20 -0.19
H 12.37074 18.39556 15.43820 0.05 -0.03 0.99
H 9.80246 18.64684 16.06577 -0.22 0.09 -0.08
H 9.20240 16.98110 15.66018 0.27 -0.14 0.70
H 8.78604 18.16574 14.58730 0.20 0.82 0.14
C 11.38234 24.83126 17.01848 0.10 -0.82 -0.88
C 11.55772 23.38978 16.52854 1.95 -0.16 0.49
C 13.04254 22.93510 16.61316 0.06 -0.72 -1.34
O 13.26957 21.48214 16.52418 -2.10 1.75 -0.32
C 13.95609 20.90064 17.57916 0.54 -0.13 0.37
N 10.89868 22.46788 17.49122 -1.00 1.07 0.16
H 9.94228 22.76322 17.35638 -1.07 -1.01 0.39
H 11.11577 21.48574 17.39982 -0.22 -0.41 -0.62
H 11.12307 22.73014 18.44042 0.24 0.26 0.56
H 11.91958 25.08018 17.93364 -0.04 -0.06 -0.03
H 10.31172 25.01252 17.11348 0.05 0.45 0.04
H 11.77580 25.38098 16.16344 -0.15 0.68 0.35
H 11.04362 23.35138 15.56816 0.25 -0.69 -0.03
H 13.34984 23.36388 17.56701 0.74 -0.25 -0.01
H 13.62184 23.24906 15.74486 -0.06 0.94 0.39
H 14.90422 21.41136 17.74748 0.36 -0.36 -0.12
H 14.06108 19.87283 17.23178 0.47 -0.07 0.61
H 13.44229 20.94176 18.53959 -0.42 -0.12 0.17
C 23.84071 18.36672 14.41538 0.52 0.73 0.11
C 22.92040 19.30844 15.18602 -0.64 -0.87 -1.44
C 22.84618 20.68340 14.43672 -0.40 -0.21 0.09
O 21.68782 21.42632 14.79292 -0.44 1.23 0.55
C 21.76399 22.80432 14.36456 0.07 0.35 -0.50
N 21.52681 18.57901 15.22810 2.44 1.72 0.77
H 21.62496 17.73078 15.76752 -0.05 -0.43 0.22
H 20.94452 19.22533 15.74124 -1.47 0.13 0.25
H 21.24417 18.32848 14.29138 -0.60 0.17 -0.82
H 24.79746 18.88787 14.38180 0.30 -0.32 -0.09
H 23.53048 18.22620 13.37994 -0.22 -0.01 0.07
H 23.97041 17.39900 14.89992 -0.05 0.07 0.05
H 23.27073 19.36528 16.21662 -0.33 0.35 0.04
H 22.82562 20.54662 13.35554 -0.06 -0.47 -0.14
H 23.71280 21.32070 14.61254 0.40 -0.43 0.45
H 22.17463 22.91654 13.36112 -0.23 -0.41 -0.25
H 22.34343 23.53280 14.93170 0.71 -0.77 0.85
H 20.79975 23.31212 14.38686 -0.53 -0.70 -0.18
C 18.40527 18.89586 17.36136 4.98 0.08 1.23
O 17.47311 19.23894 16.37423 -1.37 -0.28 0.01
O 19.53791 19.72676 17.28178 -2.74 -0.71 0.49
C 17.74809 18.68067 18.88712 1.25 0.52 -4.12
F 17.29640 17.39600 18.92328 0.22 -0.32 0.91
F 18.52592 18.93554 19.94070 -0.63 -0.28 -0.32
F 16.66841 19.42714 18.88014 -1.57 1.22 1.37
C 16.55848 18.21156 15.96088 -0.18 0.67 -0.43
C 15.61148 18.79442 14.94400 -0.99 0.77 0.14
H 14.92469 19.48814 15.42892 0.21 0.53 -0.07
H 16.09748 19.29066 14.10396 0.19 -0.09 0.05
H 14.90548 18.07347 14.53180 0.35 -0.54 -0.08
H 15.97163 17.91372 16.82980 0.14 -0.47 0.09
H 17.01572 17.37661 15.42994 0.76 -0.22 0.65
H 18.79063 17.89494 17.16710 -0.44 -0.78 -0.29
B 19.48007 18.93950 12.23382 0.94 0.74 -1.47
F 18.85614 18.28070 11.15292 0.13 0.12 0.88
F 20.76456 18.42473 12.49936 0.15 -0.66 0.22
F 19.69006 20.30728 11.92860 -0.70 -0.22 0.36
F 18.73327 18.82308 13.41316 -0.79 -0.12 0.56
B 21.42581 15.18096 16.11144 1.04 -0.18 1.14
F 20.52055 14.19598 16.00281 -1.62 -2.95 0.04
F 22.67801 14.85734 16.52200 1.76 -1.43 0.34
F 21.48110 15.79242 14.94086 0.25 1.95 -3.73
F 20.97937 16.03405 17.05822 -1.59 2.59 2.28
```
Positions in Å, forces in eV/Å.

Computed properties:
* total charge: +7
* E_HOMO: -19.7416 eV
* E_LUMO: -16.0 eV
* HOMO-LUMO gap: 3.75 eV
* DFT total energy: -5512.07769 a.u.